Entry 1:
This record from OMol25 describes a 11-piece molecular cluster, C27H45Br2N14 overall at a distorted geometry. The level of theory is wB97M-V/def2-TZVPD.

```
88
Properties=species:S:1:pos:R:3
C -1.736 -1.741 -2.999
C -0.693 -2.876 -3.117
C -1.262 -4.340 -3.245
N 0.592 -2.674 -3.155
N 1.314 -3.429 -2.231
C 1.993 -2.841 -1.281
N 2.710 -3.703 -0.423
N 2.072 -1.456 -1.122
C 0.831 -0.855 -0.586
Br 0.649 0.937 -1.433
C 0.839 -0.617 0.963
C 1.238 -1.868 1.802
Br -1.058 -0.219 1.454
H -2.747 -2.162 -3.223
H -1.795 -1.293 -1.982
H -1.457 -0.935 -3.722
H -0.691 -4.829 -4.068
H -1.123 -4.950 -2.322
H -2.343 -4.325 -3.523
H 1.336 -4.452 -2.299
H 2.095 -4.406 -0.016
H 3.221 -3.175 0.281
H 2.833 -1.196 -0.483
H -0.060 -1.465 -0.831
H 1.400 0.308 1.217
H 2.328 -2.077 1.776
H 0.990 -1.627 2.867
H 0.616 -2.769 1.566
C 1.376 -3.525 5.831
C 1.845 -4.002 4.516
N 2.245 -4.367 3.498
H 2.181 -3.615 6.559
H 1.081 -2.479 5.754
H 0.523 -4.115 6.171
C 1.507 3.820 0.434
C 2.189 3.878 1.746
N 2.717 3.919 2.768
H 1.889 4.602 -0.220
H 1.687 2.849 -0.028
H 0.435 3.958 0.567
C 3.754 -0.785 4.437
C 3.606 -0.972 5.896
N 3.461 -1.152 7.023
H 4.334 0.114 4.231
H 4.266 -1.645 4.008
H 2.773 -0.688 3.974
C -2.192 4.607 -2.163
C -0.745 4.380 -2.357
N 0.383 4.203 -2.509
H -2.359 5.162 -1.241
H -2.594 5.177 -3.001
H -2.711 3.651 -2.102
C 5.943 -3.611 1.941
C 5.187 -2.460 1.406
N 4.595 -1.562 0.991
H 5.265 -4.289 2.460
H 6.428 -4.146 1.125
H 6.703 -3.261 2.639
C -2.283 -6.355 5.089
C -1.487 -5.860 6.260
N -0.875 -5.482 7.162
H -1.874 -7.306 4.755
H -3.317 -6.489 5.386
H -2.218 -5.641 4.307
C -3.037 8.877 -3.212
C -3.606 7.691 -3.885
N -4.050 6.768 -4.413
H -3.390 9.784 -3.700
H -3.347 8.892 -2.166
H -1.941 8.851 -3.262
C -3.428 4.648 -7.439
C -3.998 3.463 -8.115
N -4.441 2.540 -8.639
H -3.778 5.557 -7.926
H -3.737 4.663 -6.394
H -2.340 4.615 -7.488
C -4.769 -6.697 1.006
C -3.976 -6.490 2.236
N -3.357 -6.332 3.198
H -4.504 -5.944 0.264
H -4.567 -7.686 0.598
H -5.831 -6.615 1.233
C 0.614 10.565 -1.034
C -0.063 10.354 -2.331
N -0.589 10.191 -3.342
H 1.559 10.023 -1.019
H 0.809 11.626 -0.888
H -0.018 10.203 -0.224
```

**Total charge**: +1
**LUMO level**: -3.6 eV
**Highest occupied orbital energy**: -12.75 eV
**Kohn-Sham gap**: 9.19 eV

Entry 2:
This record from OMol25 describes a 2-piece molecular cluster, H2O5P2 overall at a distorted geometry. The level of theory is wB97M-V/def2-TZVPD.

```
9
Properties=species:S:1:pos:R:3
O 2.958 1.257 1.194
O 3.150 0.517 -1.272
O 0.978 1.397 -0.074
O -0.482 -0.956 -0.857
O 2.102 -2.453 -0.295
P 1.546 -1.426 0.590
P 2.375 0.566 0.052
H -0.898 -1.123 0.014
H 0.397 0.890 -0.694
```

**Total charge**: -2
**LUMO level**: 7.2 eV
**Highest occupied orbital energy**: 0.29 eV
**Kohn-Sham gap**: 6.95 eV
**Relative energy (zero: lowest compared OMol25 entry of this formula, charge and spin)**: 341.64 kJ/mol

Entry 3:
This record from OMol25 describes C28H26N6O6PTi as an isolated structure at a distorted geometry. The level of theory is wB97M-V/def2-TZVPD.

```
68
Properties=species:S:1:pos:R:3
Ti -0.030 -0.642 0.883
O 1.429 -4.107 -0.404
C 1.421 -3.047 0.160
N 0.923 -1.844 -0.359
C 0.966 -1.734 -1.767
O 1.893 -2.088 -2.437
C -0.255 -1.121 -2.389
C -0.254 -0.822 -3.742
C -1.408 -0.301 -4.299
C -2.516 -0.114 -3.482
C -2.418 -0.441 -2.142
N -1.306 -0.932 -1.592
C 1.865 -2.909 1.580
C 2.829 -3.736 2.117
C 3.217 -3.514 3.428
C 2.605 -2.496 4.144
C 1.632 -1.732 3.530
N 1.269 -1.926 2.262
H 0.644 -1.013 -4.315
H -1.452 -0.054 -5.353
H -3.443 0.279 -3.878
H -3.267 -0.301 -1.481
H 3.254 -4.517 1.502
H 3.981 -4.127 3.888
H 2.875 -2.293 5.171
H 1.124 -0.950 4.080
O 1.727 2.098 2.971
C 1.014 1.280 2.495
O 1.222 0.574 1.374
C -0.362 0.864 3.117
O -0.901 1.449 3.993
O -0.840 -0.221 2.474
C -2.769 2.690 0.025
C -2.163 1.588 0.585
N -0.994 1.117 0.125
C -0.369 1.774 -0.864
C -0.905 2.889 -1.486
C -2.146 3.329 -1.034
C -0.268 3.564 -2.643
C 0.960 4.054 -2.832
C 2.121 4.203 -1.928
C 3.079 5.153 -2.264
C 4.147 5.316 -1.401
N 4.277 4.593 -0.293
C 3.314 3.706 -0.059
N 2.245 3.473 -0.818
H -3.710 3.046 0.422
H -2.615 1.058 1.411
H 0.592 1.395 -1.174
H -2.610 4.190 -1.501
H -0.961 3.709 -3.468
H 1.129 4.517 -3.799
H 2.987 5.748 -3.164
H 4.927 6.043 -1.600
H 3.410 3.112 0.843
C -1.507 -3.552 2.453
P -1.817 -2.468 1.015
C -3.492 -1.847 1.377
C -2.081 -3.684 -0.313
H -2.391 -4.152 2.669
H -1.262 -2.946 3.324
H -0.672 -4.219 2.237
H -4.178 -2.685 1.491
H -3.849 -1.201 0.574
H -3.465 -1.274 2.305
H -2.756 -4.462 0.043
H -1.130 -4.136 -0.599
H -2.513 -3.203 -1.188
```

**Total charge**: +1
**LUMO level**: -3.9 eV
**Highest occupied orbital energy**: -11.83 eV
**Kohn-Sham gap**: 7.94 eV
**Relative energy (zero: lowest compared OMol25 entry of this formula, charge and spin)**: 67.18 kJ/mol

Entry 4:
This record from OMol25 describes one molecule with the formula C4H9FN2 at a distorted geometry. The level of theory is wB97M-V/def2-TZVPD.

```
16
Properties=species:S:1:pos:R:3
H 2.394 -1.290 -0.405
N 2.372 -0.429 0.166
C 1.311 0.227 -0.106
N 1.040 1.467 0.481
C 0.203 -0.299 -0.984
C -1.145 -0.197 -0.431
C -1.386 -0.669 1.023
F -1.502 1.202 -0.390
H 1.874 1.933 0.845
H 0.350 1.999 -0.012
H 0.199 0.294 -1.886
H 0.408 -1.368 -1.318
H -1.808 -0.657 -1.193
H -1.005 -1.668 1.239
H -2.415 -0.616 1.314
H -0.890 0.071 1.657
```

**LUMO level**: 0.9 eV
**Highest occupied orbital energy**: -9.27 eV
**Kohn-Sham gap**: 10.17 eV
**Relative energy (zero: lowest compared OMol25 entry of this formula, charge and spin)**: 4.67 kJ/mol
**SMILES**: [H]/N=C(/N)C[C@@H](C)F

Entry 5:
This record from OMol25 describes C16H42F3IO10 as an isolated structure at a distorted geometry. The level of theory is wB97M-V/def2-TZVPD.

```
72
Properties=species:S:1:pos:R:3
O -0.125 0.958 5.244
C -0.197 0.470 4.192
O -1.321 0.581 3.457
I -2.954 0.348 4.622
O 0.927 -0.189 3.689
C 0.804 -1.545 3.698
F 0.768 -2.087 2.500
F 1.885 -2.048 4.245
F -0.228 -1.929 4.407
C -6.522 0.050 0.735
C -5.342 0.869 1.224
O -4.190 0.050 1.395
H -6.750 -0.749 1.442
H -7.410 0.675 0.612
H -6.295 -0.424 -0.223
H -5.563 1.323 2.189
H -5.105 1.668 0.512
H -3.982 -0.345 0.541
C 3.709 -2.008 -0.756
C 2.399 -2.321 -1.458
O 1.502 -2.982 -0.564
H 4.173 -2.923 -0.384
H 4.407 -1.508 -1.431
H 3.536 -1.362 0.109
H 2.570 -2.984 -2.309
H 1.926 -1.406 -1.823
H 1.337 -2.397 0.186
C 0.605 1.885 -1.608
C 2.106 1.818 -1.435
O 2.666 0.990 -2.444
H 0.176 0.882 -1.558
H 0.143 2.499 -0.836
H 0.344 2.297 -2.585
H 2.360 1.381 -0.469
H 2.557 2.815 -1.491
H 2.457 1.370 -3.304
C 1.093 5.474 1.580
C -0.268 4.963 2.013
O -0.589 3.746 1.346
H 1.113 5.637 0.501
H 1.339 6.411 2.082
H 1.872 4.741 1.809
H -1.044 5.687 1.765
H -0.289 4.791 3.094
H 0.089 3.100 1.575
C 5.803 -3.134 -4.245
C 5.650 -1.696 -4.702
O 4.275 -1.376 -4.882
H 5.364 -3.816 -4.975
H 6.855 -3.393 -4.109
H 5.276 -3.294 -3.301
H 6.154 -1.541 -5.655
H 6.081 -1.007 -3.967
H 3.837 -1.504 -4.032
C 1.714 -7.012 -2.137
C 1.574 -6.429 -3.531
O 0.686 -5.316 -3.526
H 0.742 -7.326 -1.756
H 2.387 -7.872 -2.137
H 2.104 -6.263 -1.443
H 1.164 -7.171 -4.216
H 2.548 -6.105 -3.914
H 1.049 -4.652 -2.928
C -6.301 5.370 3.333
C -5.572 4.112 2.898
O -5.554 3.147 3.949
H -5.822 5.802 4.213
H -6.308 6.114 2.535
H -7.334 5.143 3.608
H -4.537 4.338 2.645
H -6.054 3.671 2.020
H -6.469 2.938 4.168
```

**LUMO level**: -1.4 eV
**Highest occupied orbital energy**: -9.91 eV
**Kohn-Sham gap**: 8.48 eV

Entry 6:
This record from OMol25 describes C4H5BiO as an isolated structure at a distorted geometry. The level of theory is wB97M-V/def2-TZVPD.

```
11
Properties=species:S:1:pos:R:3
H 1.431 -1.553 0.953
C -1.914 0.599 -0.570
C -0.889 0.353 0.260
C 0.011 -0.796 0.169
C 1.382 -0.672 0.149
O 2.034 0.414 0.475
Bi 3.675 0.880 -0.371
H -2.181 -0.100 -1.367
H -0.634 1.108 1.011
H -2.530 1.494 -0.460
H -0.384 -1.727 -0.249
```

**Total charge**: +2
**LUMO level (alpha / beta)**: -11.5 / -11.9 eV
**Highest occupied orbital energy (alpha / beta)**: -18.97 / -18.16 eV
**Kohn-Sham gap (alpha / beta)**: 7.50 / 6.23 eV
**Relative energy (zero: lowest compared OMol25 entry of this formula, charge and spin)**: 0.00 kJ/mol

Entry 7:
This record from OMol25 describes a 4-piece molecular cluster, C5H16O3 overall at a distorted geometry. The level of theory is wB97M-V/def2-TZVPD.

```
24
Properties=species:S:1:pos:R:3
C 0.772 1.902 0.944
C 0.155 0.779 0.052
C -0.088 -0.544 0.365
C -0.860 -1.485 -0.458
C 0.124 -0.993 1.810
H 1.571 1.596 1.510
H 1.075 2.815 0.372
H -0.021 2.283 1.663
H -0.132 1.183 -0.944
H -1.881 -1.713 0.014
H -0.407 -2.463 -0.468
H -1.033 -1.089 -1.474
H 0.823 -0.272 2.304
H 0.581 -2.037 1.817
H -0.765 -0.983 2.330
O -3.210 1.241 0.538
H -2.483 0.633 0.504
H -3.116 1.813 1.294
O 0.200 -0.133 -2.893
H 1.075 -0.476 -2.762
H -0.169 -0.841 -3.412
O 2.670 -0.573 -1.392
H 2.254 -1.002 -0.558
H 2.865 0.358 -1.155
```

**LUMO level**: 0.6 eV
**Highest occupied orbital energy**: -8.96 eV
**Kohn-Sham gap**: 9.54 eV
**Relative energy (zero: lowest compared OMol25 entry of this formula, charge and spin)**: 101.39 kJ/mol
**SMILES**: CC=C(C)C.O.O.O

Entry 8:
This record from OMol25 describes a 2-piece molecular cluster, CH2N2 overall at a distorted geometry. The level of theory is wB97M-V/def2-TZVPD.

```
5
Properties=species:S:1:pos:R:3
C -1.055 0.680 -0.869
N -1.542 1.211 -1.746
N 0.548 -0.913 0.873
H 1.042 -0.500 0.089
H 1.007 -0.477 1.653
```

**LUMO level (alpha / beta)**: -1.6 / -4.0 eV
**Highest occupied orbital energy (alpha / beta)**: -12.18 / -12.09 eV
**Kohn-Sham gap (alpha / beta)**: 10.62 / 8.07 eV
**Relative energy (zero: lowest compared OMol25 entry of this formula, charge and spin)**: 524.55 kJ/mol